Below is 2 unconnected molecules or ions with the total composition C3H2Cl2O2 at a distorted geometry, with properties calculated with ωB97M-V with the def2-TZVPD basis set.

Computed properties:
Relative energy (zero: lowest compared OMol25 entry of this formula, charge and spin)   7.9 kcal per mole
SMILES   C=C(Cl)Cl.O=C=O
Charge   0
Orbital gap   10.354 eV

```
9
Properties=species:S:1:pos:R:3:nbo_charge:R:1
C 0.3013 -0.1713 2.8779 1.02
C -0.1800 0.7749 -1.1883 -0.43
C -0.0884 -0.3994 -1.6627 -0.09
O -0.0309 0.6538 3.6161 -0.51
O 0.7419 -1.0048 2.1882 -0.51
Cl -1.5030 -0.9919 -2.4970 0.01
Cl 1.1926 -1.4995 -1.3351 0.06
H -1.0909 1.4671 -1.3946 0.24
H 0.6574 1.1711 -0.6044 0.22
```

Below is a molecular structure, C2H13O5 at a distorted geometry, with properties calculated with ωB97M-V with the def2-TZVPD basis set.

Computed properties:
Relative energy (zero: lowest compared OMol25 entry of this formula, charge and spin)   14.9 kcal per mole
Charge   -1
Orbital gap   8.958 eV

```
20
Properties=species:S:1:pos:R:3:nbo_charge:R:1
C -2.3431 -0.2803 -0.9764 -0.06
O -2.0542 -0.1894 -2.3778 -0.74
C -1.1268 0.0695 -0.1097 -0.66
H -2.6097 -1.3100 -0.7514 0.16
H -3.1621 0.4188 -0.8012 0.15
H -0.2958 0.4843 -0.6755 0.23
H -0.8196 -0.7981 0.4400 0.22
H -1.2328 0.8984 0.5779 0.23
H 0.8973 2.4746 0.4379 0.44
H 1.8322 0.8450 0.2545 0.50
O 1.3814 1.8193 0.9486 -1.16
H 0.9244 1.5328 2.4704 0.51
H 0.0601 0.3821 2.9629 0.45
O 0.5754 1.1089 3.3236 -1.02
H 1.2606 -1.6299 -0.7600 0.51
H 2.9547 -0.3556 0.1804 0.44
O 2.2275 -0.0431 -0.3686 -1.12
H -1.1150 -0.0074 -2.4650 0.47
H 1.7262 -2.8887 -1.3505 0.45
O 0.9193 -2.5312 -0.9603 -0.99
```

Below is 4 unconnected molecules or ions with the total composition C17H30Cl6F9N2O4PSi, with properties calculated with ωB97M-V with the def2-TZVPD basis set.

Computed properties:
SMILES   CNC[Si@](CCC(=O)O)(CCC(F)(F)C(F)(F)C(F)(F)C(F)(F)F)P(=N)(O)O.ClCCCl.ClCCCl.ClCCCl
Charge   0
Orbital gap   9.633 eV

```
70
Properties=species:S:1:pos:R:3:nbo_charge:R:1
C 1.2622 -0.2203 -5.3157 -0.41
N 1.5682 0.7553 -4.2704 -0.66
C 0.5530 0.8125 -3.1876 -0.70
Si 1.4168 0.4303 -1.5623 1.31
C 2.1778 -1.2877 -1.6116 -0.89
C 1.1062 -2.3702 -1.8750 -0.54
C 0.6574 -3.2650 -0.7304 0.79
O -0.3692 -3.8771 -0.7695 -0.56
O 1.4310 -3.3076 0.3838 -0.68
C 0.2910 0.4864 -0.0495 -0.91
C -0.8655 1.5070 -0.0709 -0.46
C -2.2360 0.8946 0.0973 0.66
F -3.1321 1.8574 0.4164 -0.31
F -2.2310 -0.0134 1.1146 -0.34
C -2.7641 0.1579 -1.1644 0.57
F -1.9573 -0.9047 -1.3933 -0.32
F -2.6388 1.0101 -2.2030 -0.31
C -4.2351 -0.3683 -1.2107 0.56
F -4.5068 -0.6230 -2.5062 -0.30
F -5.0772 0.5735 -0.7679 -0.29
C -4.5549 -1.6910 -0.4559 0.93
F -4.2690 -1.5948 0.8438 -0.31
F -5.8570 -1.9302 -0.5775 -0.30
F -3.8806 -2.7036 -0.9608 -0.29
P 3.0993 1.9077 -1.3509 1.82
N 2.6897 3.4119 -1.3275 -1.33
O 3.9481 1.4475 -0.0652 -1.00
O 4.1951 1.4783 -2.4507 -0.99
H 0.1997 -0.2258 -5.5976 0.17
H 1.8535 0.0024 -6.2077 0.21
H 1.5346 -1.2292 -4.9858 0.19
H 1.6155 1.6723 -4.6989 0.37
H -0.2730 0.1135 -3.3773 0.22
H 0.0882 1.8073 -3.1648 0.23
H 2.9560 -1.3134 -2.3800 0.26
H 2.6812 -1.4130 -0.6458 0.23
H 1.4373 -3.0453 -2.6744 0.25
H 0.1723 -1.9334 -2.2479 0.24
H 2.3622 -3.1615 0.1622 0.49
H -0.0789 -0.5282 0.1285 0.26
H 0.9521 0.7094 0.7968 0.26
H -0.8688 2.1296 -0.9686 0.23
H -0.7864 2.1926 0.7809 0.25
H 1.6883 3.5463 -1.4196 0.37
H 3.9169 2.1561 0.6018 0.52
H 3.8148 1.5371 -3.3425 0.51
Cl -1.5988 -6.0878 3.5370 -0.06
C -2.7461 -4.7373 3.3506 -0.39
C -2.0657 -3.4649 2.9164 -0.39
Cl -1.0006 -2.8106 4.1942 -0.07
H -3.2574 -4.6090 4.3017 0.22
H -3.4696 -5.0347 2.5929 0.22
H -2.8146 -2.7026 2.7072 0.22
H -1.4601 -3.6209 2.0276 0.24
Cl 4.7295 4.2066 1.6585 -0.06
C 6.4760 4.2755 2.0179 -0.38
C 7.2645 4.7361 0.8182 -0.39
Cl 7.2327 3.5307 -0.4924 -0.05
H 6.7891 3.2847 2.3369 0.22
H 6.6045 4.9748 2.8420 0.22
H 8.3056 4.8801 1.1026 0.22
H 6.8685 5.6671 0.4208 0.23
Cl -4.1374 0.6526 6.5414 -0.06
C -4.7698 -0.0914 5.0512 -0.39
C -4.0043 0.3411 3.8282 -0.39
Cl -4.2472 2.0652 3.4483 -0.06
H -5.8218 0.1716 4.9740 0.22
H -4.6786 -1.1703 5.1695 0.22
H -4.3488 -0.2246 2.9651 0.22
H -2.9360 0.1781 3.9518 0.23
```

Respective total energy values: -32282.9963 -12523.4840 -146047.8027 eV.